Entry 1:
{"formula": "CClI3", "method": "wB97M-V/def2-TZVPD", "relative_energy_kcal_mol": 0.0, "spin_multiplicity": 3, "largest_force_ev_per_a": 1.270, "total_charge": 0, "e_homo_ev": [-8.158, -9.372], "gap_ha": [0.234, 0.275], "s2": 2.01, "species": ["C", "Cl", "I", "I", "I"], "coordinates": [[-0.2034, 0.1161, 1.0835], [-0.6489, 1.2422, 2.2056], [0.1741, 1.2824, -2.6196], [1.1730, -1.3439, 1.6348], [-0.4948, -1.2968, -2.3042]], "mulliken_spin": [1.516, 0.229, 0.005, 0.243, 0.007]}

=====

Entry 2:
{"formula": "CClIN2O4", "method": "wB97M-V/def2-TZVPD", "relative_energy_kcal_mol": 33.6, "spin_multiplicity": 1, "largest_force_ev_per_a": 2.811, "total_charge": 0, "e_homo_ev": [-10.615, -10.356], "gap_ha": [0.267, 0.251], "species": ["C", "N", "N", "O", "O", "O", "O", "Cl", "I"], "coordinates": [[0.3642, -0.1282, -0.1605], [-0.5145, -1.1627, 0.6715], [-0.4351, 0.9598, -0.7452], [-1.5440, -1.4231, 0.1237], [-0.0030, 1.2403, -1.8531], [-0.0583, -1.7295, 1.6210], [-1.3732, 1.4804, -0.1923], [1.5845, -0.9519, -0.9768], [1.9793, 1.7149, 1.5116]], "nbo_charge": [0.105, 0.498, 0.439, -0.314, -0.334, -0.307, -0.304, 0.200, 0.017]}

=====

Entry 3:
{"formula": "CClN3O2", "method": "wB97M-V/def2-TZVPD", "relative_energy_kcal_mol": 24.4, "spin_multiplicity": 1, "largest_force_ev_per_a": 2.972, "total_charge": 0, "e_homo_ev": -9.951, "gap_ha": 0.338, "smiles": "O=[N+]([O-])N=C=NCl", "species": ["C", "N", "N", "N", "O", "O", "Cl"], "coordinates": [[0.9340, 0.2707, -0.1207], [-0.2451, -0.0129, -0.1135], [2.1259, 0.5962, -0.2432], [-1.7706, -0.1048, 0.0910], [-2.1610, -1.2011, 0.0713], [-2.2693, 0.9548, 0.1774], [3.3860, -0.5028, 0.1377]], "nbo_charge": [0.666, -0.479, -0.553, 0.719, -0.251, -0.265, 0.162]}

=====

Entry 4:
{"formula": "CClNO2P", "method": "wB97M-V/def2-TZVPD", "relative_energy_kcal_mol": 63.1, "spin_multiplicity": 1, "largest_force_ev_per_a": 8.315, "total_charge": -1, "e_homo_ev": -4.880, "gap_ha": 0.311, "smiles": "N#C[P@](=O)([O-])Cl", "species": ["C", "N", "O", "O", "P", "Cl"], "coordinates": [[-0.9268, -0.7972, 0.0765], [-1.8585, -1.4406, -0.1080], [0.5411, 1.0245, 1.4992], [-0.0856, 1.5085, -1.3451], [0.3691, 0.4264, 0.1716], [1.9607, -0.7217, -0.2943]], "nbo_charge": [-0.107, -0.335, -1.082, -1.041, 1.887, -0.322]}

=====

Entry 5:
{"formula": "CClO2S", "method": "wB97M-V/def2-TZVPD", "relative_energy_kcal_mol": 2.2, "spin_multiplicity": 1, "largest_force_ev_per_a": 1.159, "total_charge": -1, "e_homo_ev": -3.216, "gap_ha": 0.263, "species": ["C", "O", "O", "S", "Cl"], "coordinates": [[0.0621, 0.5229, -0.1551], [0.7028, 0.8926, 0.7462], [-0.6906, 0.6110, -1.0405], [0.6419, -1.9499, -0.2073], [-0.7683, -2.7437, 1.0330]], "nbo_charge": [1.008, -0.594, -0.593, -0.519, -0.302]}

=====

Entry 6:
{"formula": "CClO4S", "method": "wB97M-V/def2-TZVPD", "relative_energy_kcal_mol": 75.1, "spin_multiplicity": 1, "largest_force_ev_per_a": 6.614, "total_charge": -1, "e_homo_ev": [-4.521, -3.964], "gap_ha": [0.160, 0.121], "species": ["C", "O", "O", "O", "O", "S", "Cl"], "coordinates": [[-0.6976, 0.1833, 0.3794], [1.6926, 0.9271, 0.1731], [-1.0063, 1.3070, 0.4515], [0.6009, -0.5971, -1.4034], [1.5626, -1.4561, 0.6836], [1.0359, -0.3185, -0.0313], [-5.2027, -0.3369, -0.1569]], "nbo_charge": [0.489, -0.872, -0.305, -0.889, -0.873, 2.330, -0.879]}